Formula: C22H54N2O10
Source: the OMol25 dataset
Level of theory: ωB97M-V/def2-TZVPD

Cartesian coordinates (Å):
C (4.42440, -13.41573, 12.35722)
N (5.59534, -13.18655, 11.54307)
C (5.67797, -13.49525, 10.20254)
C (6.96098, -13.18174, 9.48396)
O (4.80177, -14.12527, 9.63223)
H (3.62373, -12.96353, 11.77194)
H (4.51004, -12.74128, 13.20920)
H (4.26052, -14.46154, 12.61706)
H (6.34077, -12.88698, 12.15519)
H (6.77764, -12.65968, 8.54485)
H (7.43556, -14.16090, 9.41983)
H (7.48724, -12.48925, 10.14093)
C (9.42680, -19.65292, 7.40645)
N (8.69237, -20.36513, 8.47287)
C (8.94362, -21.66141, 8.68067)
C (8.12247, -22.33318, 9.75991)
O (9.77143, -22.29629, 7.95864)
H (9.41566, -20.33210, 6.55398)
H (10.42518, -19.26638, 7.61121)
H (8.76443, -18.79593, 7.28429)
H (8.15254, -19.79117, 9.10474)
H (7.15693, -21.83333, 9.83727)
H (8.75816, -22.05035, 10.59896)
H (8.05165, -23.40996, 9.60620)
C (5.05215, -14.60281, 6.42840)
O (6.43155, -14.73612, 6.49167)
C (7.18308, -13.82477, 5.70600)
C (8.67899, -13.96838, 6.08268)
O (9.23132, -15.12041, 5.58196)
C (9.09029, -16.28484, 6.37981)
H (4.68886, -13.65059, 6.81491)
H (4.53850, -15.37429, 7.00206)
H (4.69982, -14.58949, 5.39701)
H (6.89698, -12.83012, 6.04795)
H (7.11509, -13.93309, 4.62353)
H (8.70466, -13.82399, 7.16277)
H (9.21209, -13.07708, 5.75182)
H (9.73862, -16.23288, 7.25450)
H (9.57859, -17.02593, 5.74698)
H (8.05742, -16.50821, 6.64698)
C (8.17649, -14.20146, 1.31015)
O (7.60119, -13.52085, 0.20338)
C (6.17158, -13.06735, 0.43554)
C (5.58209, -12.71221, -0.95944)
O (6.18054, -11.70088, -1.64474)
C (5.38326, -11.26865, -2.77008)
H (9.13989, -14.64849, 1.06494)
H (7.53349, -14.90248, 1.84233)
H (8.36959, -13.46846, 2.09342)
H (6.09092, -12.18661, 1.07262)
H (5.52076, -13.78246, 0.93869)
H (4.52085, -12.46885, -0.90785)
H (5.47374, -13.52055, -1.68259)
H (5.89086, -10.37019, -3.12110)
H (4.36451, -10.97170, -2.52095)
H (5.58062, -11.91803, -3.62299)
C (1.01517, -8.60288, 1.50189)
O (1.92873, -8.97452, 2.46328)
C (1.55450, -8.83329, 3.83126)
C (2.59286, -9.40934, 4.75160)
O (2.80177, -10.82789, 4.55208)
C (3.87660, -11.26895, 5.42397)
H (1.48414, -8.62781, 0.51825)
H (0.53128, -7.62959, 1.58348)
H (0.14412, -9.25732, 1.53482)
H (0.77246, -9.57635, 3.98737)
H (1.17711, -7.93575, 4.32126)
H (2.50429, -9.03509, 5.77150)
H (3.52725, -8.97476, 4.39641)
H (3.67562, -11.56262, 6.45425)
H (4.54753, -10.46193, 5.71837)
H (4.45395, -12.07504, 4.97123)
C (-0.04559, -20.54176, 6.35389)
O (0.54128, -21.62971, 6.96813)
C (2.03003, -21.48932, 6.95204)
C (2.66543, -20.36873, 7.90586)
O (2.72496, -19.10706, 7.18462)
C (3.42010, -18.12808, 7.87497)
H (-0.65163, -21.01728, 5.58272)
H (0.56497, -19.81874, 5.81299)
H (-0.84334, -20.08540, 6.93992)
H (2.38881, -21.39592, 5.92702)
H (2.41180, -22.45666, 7.27854)
H (3.66602, -20.55416, 8.29642)
H (1.94445, -20.20468, 8.70672)
H (4.18722, -18.43737, 8.58487)
H (2.71354, -17.63839, 8.54510)
H (3.81440, -17.34599, 7.22614)

Force components x, y, z for each atom (eV/Å):
C -0.52 0.94 -0.95
N 0.55 0.02 0.39
C -0.28 -0.84 0.32
C -0.30 0.71 1.33
O -0.38 0.47 0.35
H -0.62 -0.70 0.18
H 0.06 -0.49 0.33
H -0.17 0.15 0.03
H 0.59 0.09 -1.18
H -0.01 -0.55 -0.08
H 0.40 0.35 -0.51
H 0.65 -0.16 -0.21
C -1.59 0.07 0.45
N 1.25 1.00 -0.28
C 1.21 -2.68 -2.24
C 0.81 0.89 -0.37
O -1.93 1.63 1.92
H 0.22 0.42 -0.11
H 0.07 -0.49 0.39
H 0.31 0.16 -0.79
H 0.02 -0.47 -0.01
H -0.04 -0.26 0.19
H -0.44 -0.58 0.76
H 0.09 0.28 0.12
C -0.96 0.68 -0.50
O 0.91 -0.69 -0.14
C 0.94 0.26 1.21
C -1.80 1.18 0.39
O 0.48 -0.32 -0.04
C 0.95 0.03 -0.64
H 0.24 0.25 0.44
H 0.41 -0.05 -0.09
H -0.07 -0.45 -0.33
H -0.19 0.51 -0.45
H -0.59 -0.19 -0.11
H 0.26 -0.74 0.47
H 0.15 -0.15 -0.70
H -0.17 0.26 0.44
H -0.55 -0.48 0.12
H 0.07 -0.05 -0.13
C -0.21 1.17 0.82
O -2.44 -0.13 0.58
C 1.48 0.17 -1.93
C -1.41 -1.51 0.25
O 0.48 2.16 -0.80
C 2.31 0.73 0.29
H -0.29 -0.05 -0.42
H -0.30 -0.53 -0.61
H 0.35 0.31 0.22
H 0.68 0.30 -0.01
H 0.34 -0.69 -0.28
H -0.49 0.25 1.14
H 0.69 -1.20 0.41
H -0.09 0.33 0.26
H -0.16 -0.64 0.00
H -0.94 -0.67 0.11
C -1.44 0.03 -0.55
O 1.42 1.29 1.42
C -1.14 -2.86 0.58
C 2.18 0.26 -1.69
O 0.34 0.32 2.02
C 0.20 0.49 -0.05
H 0.08 -0.26 0.15
H 0.52 0.61 0.49
H -0.08 -0.57 -0.29
H -0.95 0.09 -0.13
H 0.25 0.87 -1.09
H -0.57 -0.63 0.29
H 0.46 0.35 0.14
H -1.43 -0.58 -0.06
H 0.41 0.49 -0.99
H -0.25 0.16 -0.28
C -2.39 -0.16 -1.81
O 3.97 0.33 1.13
C -0.33 -0.06 1.21
C -1.82 0.62 -1.76
O 0.53 -1.63 -0.60
C -0.70 1.28 1.17
H -0.22 0.20 -0.66
H 0.42 0.00 0.64
H 0.55 0.47 0.65
H -0.17 0.47 -0.09
H -0.21 -0.02 0.25
H -0.04 -0.62 -0.10
H 0.12 -0.31 0.47
H 0.48 -0.67 -0.40
H -0.22 0.45 0.17
H 0.01 -0.40 -0.28

The charge is 0. The calculation puts the strongest force on any atom at 4.1 eV/A. For the molar mass, the calculation gives 506.68 g/mol. Its structure (SMILES) is CNC(C)=O.CNC(C)=O.COCCOC.COCCOC.COCCOC.COCCOC. Its LUMO energy is 0.27 eV. The energy above the lowest of the compared OMol25 structures with the same formula, charge and spin comes out at 3.0 kcal/mol. As for the HOMO energy: -9.4601 eV.

=====

Formula: C22H54N3O10S
Source: the OMol25 dataset
Level of theory: ωB97M-V/def2-TZVPD

Cartesian coordinates (Å):
O (1.39015, -1.26401, -1.84993)
S (0.97715, 0.04465, -1.20468)
O (2.03367, 0.36037, -0.14633)
O (1.02917, 1.28388, -2.26455)
C (-0.62477, -0.06452, -0.30039)
C (-1.85145, -0.60829, -1.16208)
C (-3.17775, -0.36734, -0.25626)
C (-4.40263, 0.22815, -1.07936)
O (-4.34757, 1.65955, -1.26154)
H (-0.88663, 0.94439, 0.16467)
H (-0.47296, -0.79788, 0.56525)
H (-1.94216, -0.14732, -2.19406)
H (-1.74086, -1.74782, -1.19932)
H (-2.93301, 0.38789, 0.57182)
H (-3.51745, -1.32852, 0.25622)
H (-4.44788, -0.32258, -2.07126)
H (-5.39029, 0.00678, -0.53701)
H (-3.53014, 1.96730, -0.82863)
C (-1.76451, -5.06907, -1.97346)
O (-1.64938, -4.34738, -3.18670)
C (-0.43678, -3.58915, -3.28022)
C (0.49265, -4.18715, -4.33514)
N (1.04090, -5.47052, -3.89401)
C (1.73021, -6.21060, -4.95032)
C (0.89607, -6.67234, -6.15482)
O (-0.07071, -7.66968, -5.84446)
C (-1.30342, -7.16607, -5.35259)
H (-2.77776, -5.47200, -1.91540)
H (-1.06070, -5.90533, -1.94444)
H (-1.60254, -4.41629, -1.10987)
H (0.06539, -3.49011, -2.31395)
H (-0.72232, -2.58526, -3.60567)
H (1.31334, -3.48985, -4.52552)
H (-0.08649, -4.29945, -5.25899)
H (0.28795, -6.04833, -3.54161)
H (2.15431, -7.10371, -4.47834)
H (2.57634, -5.61431, -5.30740)
H (1.58708, -7.14382, -6.86164)
H (0.43831, -5.83787, -6.69654)
H (-1.55760, -6.19360, -5.78154)
H (-1.28180, -7.10996, -4.26274)
H (-2.08897, -7.87691, -5.62359)
C (-5.93184, 1.66183, 6.26100)
O (-4.64463, 2.02717, 6.73085)
C (-3.90754, 0.92983, 7.27051)
C (-2.73025, 0.57031, 6.36417)
N (-3.18923, -0.03596, 5.11600)
C (-2.13854, -0.17012, 4.10411)
C (-1.50608, 1.11975, 3.56123)
O (-2.39427, 1.91960, 2.78813)
C (-3.21310, 2.79744, 3.54400)
H (-6.47844, 2.57751, 6.02967)
H (-5.86257, 1.06423, 5.34871)
H (-6.48878, 1.11128, 7.02567)
H (-4.54371, 0.06039, 7.46424)
H (-3.50830, 1.26698, 8.23247)
H (-2.07571, -0.13322, 6.88790)
H (-2.16662, 1.49043, 6.17595)
H (-3.93319, 0.53014, 4.72727)
H (-2.58839, -0.70076, 3.25817)
H (-1.34891, -0.81943, 4.49591)
H (-0.70745, 0.82065, 2.87480)
H (-1.02044, 1.71438, 4.34236)
H (-2.71633, 3.15467, 4.44980)
H (-4.16021, 2.31320, 3.79147)
H (-3.44715, 3.66190, 2.91723)
C (3.61215, 6.65884, 0.64103)
O (3.84964, 5.41737, 1.27973)
C (3.01392, 4.36061, 0.79130)
C (3.83200, 3.34053, 0.00275)
N (4.28710, 3.89867, -1.27106)
C (5.27814, 3.06914, -1.95463)
C (6.62803, 2.85330, -1.25465)
O (7.42637, 4.02975, -1.15121)
C (7.12841, 4.84947, -0.03286)
H (4.16137, 7.42931, 1.18616)
H (3.97281, 6.64572, -0.39076)
H (2.54794, 6.91475, 0.66020)
H (2.17235, 4.73881, 0.20271)
H (2.60130, 3.85941, 1.67222)
H (3.21489, 2.45656, -0.18902)
H (4.67906, 3.04040, 0.63067)
H (4.69551, 4.81063, -1.10623)
H (5.47695, 3.55228, -2.91770)
H (4.83085, 2.09587, -2.17989)
H (7.20487, 2.16172, -1.87744)
H (6.52510, 2.36309, -0.28085)
H (6.79384, 4.27019, 0.83145)
H (6.38358, 5.60093, -0.30173)
H (8.04126, 5.38460, 0.24464)

Force components x, y, z for each atom (eV/Å):
O -2.42 1.96 1.04
S 5.99 2.91 -2.49
O -2.85 -0.45 -1.01
O -1.64 -4.37 3.55
C -0.96 -0.43 0.02
C -0.31 -0.54 1.57
C -0.21 0.66 -0.35
C -0.34 -1.05 0.65
O 0.72 -0.81 0.23
H 0.70 -1.15 -0.87
H 0.10 1.01 -1.21
H 0.22 -0.52 1.32
H 0.00 1.66 -0.57
H -0.39 -1.04 -0.95
H 0.51 1.19 -0.72
H 0.04 0.89 0.91
H 1.35 0.22 -0.64
H -0.48 -0.14 -0.35
C -0.17 0.15 -0.33
O 0.03 -0.24 0.39
C 0.15 0.24 -0.56
C -0.20 -0.13 0.48
N 0.03 0.06 -0.33
C -0.27 -0.17 0.28
C 0.45 -0.20 -0.02
O -0.06 0.35 -0.12
C 0.02 -0.41 0.00
H 0.03 0.04 -0.08
H 0.09 -0.03 0.22
H 0.09 -0.08 0.03
H -0.02 -0.06 -0.08
H 0.11 -0.03 0.10
H -0.02 -0.02 0.07
H -0.06 0.18 -0.10
H 0.05 0.07 0.02
H 0.01 0.00 -0.15
H -0.09 0.06 -0.05
H -0.04 -0.04 0.04
H -0.14 0.04 0.15
H 0.09 0.04 0.11
H -0.14 0.23 0.02
H 0.11 0.01 -0.05
C 0.16 0.26 0.02
O -0.32 -0.37 0.03
C 0.63 0.26 -0.01
C -0.57 0.01 -0.14
N 0.19 0.03 0.18
C -0.28 0.13 -0.19
C 0.18 -0.40 -0.33
O 0.12 0.06 0.40
C -0.05 0.00 -0.46
H 0.11 -0.01 0.03
H -0.14 -0.14 0.01
H 0.00 -0.06 -0.07
H -0.05 0.04 -0.19
H -0.01 -0.04 -0.01
H 0.00 0.00 -0.04
H 0.10 0.07 0.21
H 0.05 -0.03 0.05
H 0.12 0.05 0.00
H 0.01 0.09 0.05
H -0.06 0.03 0.00
H -0.17 0.09 0.07
H -0.03 -0.11 0.04
H -0.05 0.10 0.23
H 0.08 -0.08 0.00
C 0.19 -0.21 0.29
O -0.26 0.45 -0.22
C 0.33 -0.71 0.11
C -0.33 0.33 -0.13
N 0.15 -0.07 0.19
C -0.01 0.27 -0.02
C -0.07 -0.21 -0.47
O -0.10 -0.12 0.33
C 0.30 0.11 -0.30
H 0.01 -0.09 0.02
H -0.15 0.10 -0.13
H 0.01 0.02 -0.11
H 0.16 0.09 -0.08
H 0.00 0.00 -0.06
H 0.02 0.00 -0.02
H -0.06 -0.08 0.21
H -0.01 -0.06 -0.01
H 0.09 -0.10 0.03
H -0.02 0.02 0.14
H 0.01 0.08 0.01
H -0.07 0.17 0.09
H -0.13 0.01 -0.07
H -0.14 0.00 0.24
H 0.00 -0.09 -0.05

The charge is -1. The calculation puts the strongest force on any atom at 7.1 eV/A. For the molar mass, the calculation gives 552.75 g/mol. Its LUMO energy is 2.24 eV. As for the HOMO energy: -5.0449 eV.

=====

Calculated values (hartree) of frontier orbital gap for the records, taken in order: 0.357; 0.268.